{
  "formula": "C16H20F12O8",
  "method": "ωB97M-V/def2-TZVPD",
  "species": ["C", "C", "O", "C", "O", "C", "F", "F", "F", "H", "H", "H", "H", "H", "C", "C", "O", "C", "O", "C", "F", "F", "F", "H", "H", "H", "H", "H", "C", "C", "O", "C", "O", "C", "F", "F", "F", "H", "H", "H", "H", "H", "C", "C", "O", "C", "O", "C", "F", "F", "F", "H", "H", "H", "H", "H"],
  "xyz": [[0.324, 7.694, -1.323], [1.812, 7.609, -1.527], [2.351, 8.917, -2.076], [3.550, 9.021, -2.707], [4.073, 8.039, -3.169], [4.133, 10.469, -2.795], [4.399, 10.911, -4.021], [3.246, 11.309, -2.199], [5.298, 10.546, -2.103], [-0.061, 8.515, -0.718], [-0.076, 6.794, -0.857], [-0.195, 7.808, -2.275], [2.013, 6.781, -2.207], [2.319, 7.311, -0.610], [0.206, -11.158, -2.941], [-1.289, -10.913, -2.511], [-1.402, -10.683, -1.124], [-1.044, -11.623, -0.239], [-0.788, -12.821, -0.484], [-1.101, -11.157, 1.190], [0.197, -11.028, 1.630], [-1.580, -9.873, 1.276], [-1.798, -12.057, 1.902], [0.280, -11.273, -4.023], [0.575, -12.106, -2.551], [0.861, -10.441, -2.446], [-1.992, -11.702, -2.776], [-1.550, -9.960, -2.972], [-3.831, 2.633, 2.721], [-3.848, 3.863, 3.609], [-2.528, 4.221, 3.892], [-2.249, 5.152, 4.846], [-3.080, 5.909, 5.432], [-0.698, 5.330, 5.006], [-0.256, 4.144, 5.514], [-0.081, 5.519, 3.837], [-0.519, 6.400, 5.777], [-3.472, 1.690, 3.134], [-3.380, 2.916, 1.770], [-4.886, 2.394, 2.587], [-4.197, 3.551, 4.593], [-4.444, 4.712, 3.275], [-0.176, -3.680, -1.386], [0.015, -2.189, -1.171], [1.291, -1.815, -0.789], [1.562, -0.489, -0.579], [0.748, 0.464, -0.747], [2.969, -0.170, -0.011], [2.809, 0.498, 1.102], [3.630, -1.246, 0.196], [3.563, 0.647, -0.929], [-0.990, -3.739, -2.108], [-0.441, -4.001, -0.379], [0.692, -4.119, -1.878], [-0.742, -1.764, -0.511], [-0.218, -1.758, -2.145]],
  "orbital_gap_ha": 0.4217,
  "e_lumo_ev": 0.33,
  "multiplicity": 1
}